1.
Density functional theory data (ωB97M-V with the def2-TZVPD basis set) for C17H29N4O2PPtS as an isolated structure.

Geometry as XYZ:
```
55
Properties=species:S:1:pos:R:3:mulliken_charge:R:1
Pt -0.63493 -0.50159 1.23045 1.38
C 4.99916 0.82910 -5.25716 -1.44
C 3.94079 0.34252 -4.31539 0.89
C 4.19379 0.23077 -2.94726 -0.90
C 3.23077 -0.24852 -2.07977 -0.52
C 1.99054 -0.61691 -2.57992 -0.17
C 1.71317 -0.52039 -3.93763 -0.28
C 2.68729 -0.04114 -4.79493 -0.83
S 0.76290 -1.24295 -1.49957 1.67
O -0.33703 -1.73059 -2.28895 -0.66
O 1.37581 -2.09064 -0.51166 -0.77
N 0.22421 0.03962 -0.59052 -0.44
C -0.84414 0.80540 -1.05499 0.52
C -1.08804 1.31250 -2.32510 -0.62
C -2.25657 2.02947 -2.50442 -0.50
C -3.14152 2.22101 -1.44686 -0.70
C -2.82882 1.68786 -0.21668 -0.32
N -1.69015 1.01039 -0.03136 -0.34
H 5.80042 1.34334 -4.73008 0.37
H 4.58424 1.50471 -6.00415 0.38
H 5.43815 -0.01704 -5.78935 0.31
H 5.16471 0.51463 -2.56237 0.35
H 3.44601 -0.35455 -1.02450 0.44
H 0.75229 -0.83993 -4.31816 0.54
H 2.47651 0.02666 -5.85463 0.42
H -0.39318 1.13762 -3.13270 0.47
H -2.48578 2.43914 -3.47889 0.44
H -4.05881 2.77525 -1.57948 0.44
H -3.47986 1.79936 0.64070 0.45
C -3.17837 -2.50894 2.71001 -1.13
P -2.07907 -2.26799 1.28907 0.50
C -1.13883 -3.80033 1.10989 -1.12
C -3.13820 -2.15072 -0.16445 -1.09
H -3.81300 -3.37995 2.53560 0.42
H -3.82024 -1.64158 2.85973 0.36
H -2.59654 -2.68892 3.61384 0.36
H -1.81861 -4.64143 0.95854 0.43
H -0.54364 -3.98293 2.00408 0.36
H -0.46916 -3.71089 0.25456 0.28
H -3.77854 -3.02959 -0.25111 0.46
H -2.49877 -2.08088 -1.04744 0.23
H -3.76283 -1.25963 -0.10375 0.32
N 1.29005 2.45567 5.38639 -0.30
C -0.17692 2.38686 5.00656 -0.73
C -0.40520 1.69677 3.66663 -0.56
N -0.18228 0.25376 3.61539 -0.49
H 1.41495 2.94243 6.27875 0.37
H 1.83712 2.96153 4.68431 0.36
H 1.70035 1.52477 5.49371 0.33
H -0.52508 3.41813 4.97713 0.40
H -0.67681 1.87401 5.82745 0.38
H 0.19174 2.17198 2.88379 0.43
H -1.44541 1.88652 3.39794 0.32
H -0.71889 -0.25047 4.31226 0.26
H 0.79025 -0.02327 3.68643 0.29
```

relative energy (zero: lowest compared OMol25 entry of this formula, charge and spin): 30.2 kcal per mole
spin multiplicity: 3
strongest force on any atom: 0.26 eV/Å
lowest unoccupied orbital energy (alpha / beta): -6.20 / -6.81 eV
total charge: +2


2.
Density functional theory data (ωB97M-V with the def2-TZVPD basis set) for one molecule with the formula C17H29N5O7.

Geometry as XYZ:
```
58
Properties=species:S:1:pos:R:3:mulliken_charge:R:1
C 0.17237 4.38087 0.84875 -0.70
O 1.32231 3.64854 0.47078 -0.44
C 1.15997 3.01158 -0.78062 -0.13
C 2.38448 2.17258 -1.04850 -0.60
O 2.55612 1.30709 0.06019 -0.28
C 3.39321 0.19970 -0.20792 -0.91
C 2.65584 -0.90646 -0.95118 0.79
O 3.23292 -1.69233 -1.68229 -0.71
N 1.32761 -0.92495 -0.69853 0.72
C 0.40715 -1.85794 -1.29508 -2.26
C -0.55904 -1.20096 -2.29250 2.26
O 0.11780 -0.50237 -3.31614 -0.48
C 1.01540 -1.27607 -4.10029 -0.73
C -1.58283 -2.25140 -2.79415 -1.03
C -2.90329 -1.93955 -2.05655 -0.93
N -2.53219 -0.95832 -1.03870 0.08
C -2.77453 -1.18585 0.28502 0.43
O -3.54467 -2.05114 0.66200 -0.72
C -2.01804 -0.30761 1.26569 0.45
C -2.43869 -0.51864 2.70987 -0.66
C -1.56071 0.28704 3.66335 -1.06
N -0.15294 -0.05577 3.51554 0.32
C 0.79686 0.55330 2.73780 0.07
O 0.50180 1.71054 2.14430 -0.41
N 1.89150 -0.13267 2.67743 0.09
N 1.68169 -1.28434 3.45081 -0.98
C 0.48241 -1.19690 3.91043 0.56
O -0.16116 -2.07077 4.69762 -0.50
C -1.44406 -0.17134 -1.58298 -0.36
H 0.37477 4.82822 1.81868 0.26
H -0.04505 5.16986 0.12168 0.35
H -0.69848 3.72113 0.93248 0.22
H 0.26977 2.36729 -0.75510 -0.06
H 1.01966 3.74898 -1.58004 0.55
H 2.23077 1.60645 -1.97438 0.33
H 3.27169 2.80482 -1.15907 0.43
H 4.26809 0.48264 -0.79758 0.41
H 3.70930 -0.19111 0.75899 0.39
H 1.00853 -0.23869 -0.03213 -0.33
H 0.99627 -2.62869 -1.79092 0.52
H -0.18543 -2.35479 -0.51970 0.52
H 1.33981 -0.63360 -4.91577 0.30
H 1.88769 -1.59508 -3.52616 0.24
H 0.51937 -2.15440 -4.52485 0.33
H -1.70262 -2.16406 -3.87298 0.50
H -1.24258 -3.26485 -2.57737 0.33
H -3.63551 -1.49826 -2.73564 0.34
H -3.35777 -2.80002 -1.57350 0.39
H -0.95392 -0.54782 1.16199 -0.21
H -2.12145 0.74416 0.98580 0.32
H -3.47981 -0.22299 2.84828 0.41
H -2.38271 -1.57849 2.96010 0.33
H -1.64388 1.35627 3.47024 0.41
H -1.84394 0.10512 4.69917 0.40
H 1.26082 2.02009 1.60888 0.57
H 0.45073 -2.79739 4.87353 0.38
H -0.91998 0.40104 -0.82415 -0.88
H -1.82145 0.52829 -2.33464 0.35
```

relative energy (zero: lowest compared OMol25 entry of this formula, charge and spin): 9.6 kcal per mole
spin multiplicity: 1
strongest force on any atom: 0.20 eV/Å
lowest unoccupied orbital energy: 0.54 eV
SMILES string: COCCOCC(=O)NC[C@@]1(OC)CCN(C(=O)CCCn2c(O)nnc2O)C1


3.
Density functional theory data (ωB97M-V with the def2-TZVPD basis set) for C17H30BrNOS2 as an isolated structure.

Geometry as XYZ:
```
52
Properties=species:S:1:pos:R:3:mulliken_charge:R:1
C 2.31097 -4.45969 0.95364 -0.92
C 3.48950 -3.32993 0.89472 -0.39
C 2.72823 -1.93920 0.53752 -0.42
C 3.72167 -0.75970 0.08147 -0.38
C 2.91755 0.19587 -0.94926 0.27
C 2.84856 1.73562 -0.47190 -0.62
C 1.57417 2.53244 -1.09080 -0.97
C 0.18125 2.06267 -0.48292 0.44
C -0.59780 0.92935 -1.23602 -0.64
C -1.95089 0.36026 -0.70100 0.75
C -2.62862 -0.82329 -1.52165 -0.99
C -2.85700 -0.49881 -3.09319 -0.47
C -4.42286 -0.21321 -3.34601 -0.45
S -4.58169 0.97992 -4.79950 -0.22
C -2.50754 0.99637 0.61458 -0.04
S -4.11420 0.36959 1.33509 -0.20
C -1.68949 2.13791 1.27555 -0.02
O -2.13225 2.76588 2.49010 -0.37
C -1.35173 2.08485 3.54190 -0.32
C -2.39380 1.44608 4.62290 -0.82
N -0.43795 2.58744 0.71261 0.02
H 1.55162 -4.28238 0.09632 0.23
H 1.72931 -4.29137 1.92219 0.24
H 2.70813 -5.52035 0.81254 0.32
H 4.19602 -3.66648 0.05026 0.30
H 4.09985 -3.27779 1.85678 0.30
H 2.10711 -1.62533 1.46679 0.08
H 1.99477 -2.21551 -0.31645 0.18
H 4.69599 -1.15795 -0.43099 -0.01
H 4.06219 -0.14856 1.00226 0.26
H 1.83886 -0.18787 -0.98749 -0.45
H 3.33673 0.07950 -2.02186 0.34
H 2.93263 1.85036 0.66613 0.39
H 3.79770 2.23684 -0.90854 0.30
H 1.55609 2.26140 -2.20977 0.30
H 1.73837 3.67433 -1.05551 0.43
H -0.16922 0.45878 -2.18991 0.36
H -1.88154 -1.70875 -1.48433 0.34
H -3.58823 -1.21082 -1.00853 0.40
H -2.15849 0.33256 -3.44095 0.32
H -2.53017 -1.45181 -3.66280 0.25
H -4.88404 0.20456 -2.38585 0.26
H -4.90772 -1.22626 -3.58966 0.35
H -3.41286 1.72836 -4.68946 0.12
H -3.78718 -0.82917 1.97635 0.21
H -0.66182 2.81622 4.10305 0.33
H -0.68631 1.25276 3.09477 0.29
H -3.30009 1.07514 4.02593 0.22
H -2.69869 2.29224 5.33254 0.27
H -1.85510 0.61431 5.19736 0.30
H 0.05428 3.34816 1.22290 0.34
Br 6.01571 -0.58554 -1.81186 -0.83
```

spin multiplicity: 1
strongest force on any atom: 4.29 eV/Å
lowest unoccupied orbital energy: -2.33 eV


4.
Density functional theory data (ωB97M-V with the def2-TZVPD basis set) for C17H30F3NO3P2Zr as an isolated structure.

Geometry as XYZ:
```
57
Properties=species:S:1:pos:R:3:mulliken_charge:R:1
Zr 0.35466 0.26849 0.18917 0.33
P -1.23217 2.00865 -1.24324 1.34
P 1.64337 -1.90576 1.35027 1.15
N -0.37432 -0.97983 -1.19951 -0.65
H -0.13575 1.81741 -0.19121 -0.15
C -0.66161 2.83530 -2.77556 -1.32
H -1.36179 3.62713 -3.13332 0.39
H -0.52708 2.09834 -3.58855 0.34
H 0.33000 3.30858 -2.58289 0.32
C -2.05785 3.37112 -0.38563 -1.29
H -2.72314 3.98405 -1.05586 0.43
H -1.26688 4.02067 0.04873 0.36
H -2.67193 2.98202 0.45878 0.32
C -2.72063 1.15861 -1.93924 -1.30
H -3.48091 1.84556 -2.38193 0.45
H -3.21022 0.57551 -1.12916 0.32
H -2.41951 0.42439 -2.71702 0.34
C 3.27779 -2.21880 0.66942 -1.30
H 3.78910 -2.98329 1.31479 0.41
H 3.88282 -1.29239 0.64065 0.31
H 3.19397 -2.60371 -0.36298 0.32
C 1.97309 -1.58649 3.07881 -1.30
H 2.56762 -2.44351 3.47997 0.43
H 1.02330 -1.49953 3.64903 0.27
H 2.54876 -0.64869 3.22423 0.28
C 0.85967 -3.51173 1.32665 -1.23
H 1.49969 -4.22022 1.90395 0.42
H 0.74813 -3.86815 0.28534 0.32
H -0.14421 -3.45091 1.78906 0.31
C -0.95951 -1.92400 -1.77181 -0.14
C -1.29968 -3.44018 -3.78643 -0.67
C -0.56194 -2.39208 -3.09982 -0.53
C -2.08410 -2.66085 -1.14680 0.07
C -2.77405 -3.68922 -1.86158 -0.76
C -2.36638 -4.02731 -3.11500 -0.18
H -0.97330 -3.68564 -4.75961 0.43
H 0.28373 -1.91624 -3.54951 0.43
H -2.36319 -2.37098 -0.14242 0.46
H -3.61326 -4.15295 -1.34737 0.35
H -2.90672 -4.82831 -3.65825 0.26
C 2.45861 1.87513 0.33708 1.24
O 2.53604 0.63087 0.01717 -0.75
C 2.82337 2.99245 -0.61450 -0.99
H 2.70612 4.00490 0.00372 0.33
H 2.09564 3.11010 -1.46162 -0.03
H 3.86020 2.89772 -0.91738 0.35
C 2.58360 2.24435 1.78415 -0.87
H 3.55772 1.87780 2.13913 0.27
H 1.78345 1.89855 2.44598 0.03
H 2.63368 3.39198 1.83485 0.39
F -2.26873 1.76284 4.84411 -0.26
C -1.32779 1.66684 3.88260 0.69
F -1.16007 2.92148 3.34427 -0.24
F -0.15086 1.33837 4.48344 -0.24
C -1.69768 0.68902 2.77039 0.35
O -2.81762 0.20851 2.72621 -0.55
O -0.70128 0.46404 1.89629 -0.08
```

spin multiplicity: 1
strongest force on any atom: 7.57 eV/Å
lowest unoccupied orbital energy (alpha / beta): -0.50 / -0.51 eV


5.
Density functional theory data (ωB97M-V with the def2-TZVPD basis set) for a 3-piece molecular cluster, C17H30F5N2O6P overall.

Geometry as XYZ:
```
61
Properties=species:S:1:pos:R:3:mulliken_charge:R:1
O -2.36480 5.38757 3.35286 -0.63
P -2.19181 3.82397 3.00526 0.86
O -2.36383 3.75013 1.23836 -0.49
O -0.57264 3.37168 3.45175 -0.21
C 0.31617 3.22007 2.29125 -0.56
C 0.17919 1.79403 1.48929 0.81
C -1.11297 0.77005 1.67170 -0.11
C -1.27863 -0.65957 0.81983 -0.30
C -0.09578 -1.05638 -0.25322 -0.33
C 1.24176 -0.10501 -0.45400 -0.26
C 1.35359 1.30248 0.42008 -0.64
O -3.45341 2.81726 3.64771 -0.27
C -3.58758 2.92224 5.10643 0.61
F -3.98332 4.27276 5.60095 -0.22
F -4.74042 2.01706 5.47630 -0.28
C -2.30518 2.38002 5.97188 0.64
F -1.39232 3.50672 6.34112 -0.20
F -1.56136 1.25635 5.35765 -0.19
F -2.86643 1.86054 7.27370 -0.25
H -3.26274 4.13518 0.96828 0.33
H 0.21825 4.08687 1.49357 0.33
H 1.42925 3.30559 2.71451 0.38
H -1.99786 1.00054 2.42172 -0.04
H -2.26570 -1.30734 0.99968 0.30
H -0.26173 -2.06041 -0.86897 0.20
H 2.07004 -0.41968 -1.21942 0.28
H 2.30870 1.97427 0.26242 0.24
C -3.07736 0.38923 -2.99852 -0.79
O -2.68578 -0.77862 -2.29360 -0.21
C -3.76337 -1.47815 -1.66529 -0.54
C -4.53066 -2.43688 -2.60468 0.24
C -5.49533 -1.72168 -3.54732 -1.42
N -3.61107 -3.26382 -3.40030 -0.74
H -3.90952 0.90674 -2.51293 0.34
H -3.33413 0.13582 -4.02914 0.24
H -2.22021 1.06949 -3.03150 0.26
H -3.29965 -2.08254 -0.87513 0.21
H -4.44097 -0.77942 -1.16068 0.42
H -5.13175 -3.10332 -1.97409 0.42
H -4.98325 -1.20916 -4.36587 0.28
H -6.18438 -2.44139 -4.00437 0.36
H -6.09771 -0.98481 -3.00579 0.34
H -3.02650 -3.80621 -2.76317 0.27
H -2.94746 -2.62891 -3.85381 0.34
C 4.39858 -2.89405 -0.55191 -0.73
O 4.68356 -1.53439 -0.26165 -0.27
C 6.07537 -1.24206 -0.11088 -0.74
C 6.82038 -0.99826 -1.44350 0.35
C 7.13468 -2.28179 -2.20799 -1.37
N 6.06949 -0.09038 -2.32350 -0.73
H 5.09171 -3.57802 -0.05406 0.34
H 4.41062 -3.05670 -1.63160 0.27
H 3.38557 -3.11172 -0.19838 0.22
H 6.11855 -0.31328 0.47236 0.33
H 6.57212 -2.00916 0.49475 0.39
H 7.77973 -0.52474 -1.20158 0.40
H 6.25368 -2.71083 -2.69245 0.27
H 7.86765 -2.08385 -2.99871 0.35
H 7.56215 -3.03910 -1.54253 0.34
H 5.93797 0.79831 -1.83894 0.27
H 5.11890 -0.46331 -2.40397 0.31
```

spin multiplicity: 1
strongest force on any atom: 7.52 eV/Å
lowest unoccupied orbital energy: -0.51 eV
SMILES string: O=[P@@](O)(OCc1ccccc1)OC(F)(F)C(F)(F)F.COC[C@@H](C)N.COC[C@@H](C)N


6.
Density functional theory data (ωB97M-V with the def2-TZVPD basis set) for C17H30F5NOP2Pb as an isolated structure.

Geometry as XYZ:
```
57
Properties=species:S:1:pos:R:3:mulliken_charge:R:1
Pb 0.22724 0.08889 0.45415 0.95
P -1.11149 -1.90965 2.19350 0.77
P 0.86016 1.74288 -1.86503 0.73
N -0.88587 -0.65824 -1.36332 -0.57
H 0.49633 -1.36453 1.74524 -0.19
C -2.75871 -1.76831 2.93645 -1.31
H -2.95503 -2.59960 3.61362 0.39
H -3.52918 -1.74084 2.17081 0.37
H -2.80495 -0.83892 3.49704 0.35
C -0.09087 -2.64006 3.52482 -1.28
H -0.65651 -3.44285 4.01751 0.43
H 0.13173 -1.83350 4.24212 0.34
H 0.85599 -3.01901 3.10191 0.36
C -1.32110 -3.36342 1.05352 -1.06
H -1.76737 -4.21833 1.60315 0.43
H -0.33604 -3.66428 0.64165 0.20
H -1.97649 -3.08142 0.20599 0.26
C -0.21134 3.12347 -2.20573 -1.39
H 0.35406 3.74104 -2.89226 0.49
H -0.40453 3.67047 -1.29216 0.29
H -1.12332 2.77868 -2.67410 0.35
C 2.45684 2.69525 -1.82058 -1.31
H 2.27988 3.44149 -2.61653 0.54
H 3.30636 2.02738 -2.06416 0.35
H 2.54189 3.17964 -0.82961 0.24
C 1.02282 1.02520 -3.54231 -1.22
H 1.26761 1.87780 -4.18953 0.46
H 0.06557 0.57683 -3.83021 0.32
H 1.82320 0.27312 -3.57980 0.24
C -1.31520 -1.52323 -2.21542 -0.23
C -3.11627 -2.39478 -3.51238 -0.54
C -2.69808 -1.44904 -2.60306 -0.24
C -0.36877 -2.45670 -2.75099 0.24
C -0.85526 -3.36867 -3.67127 -0.73
C -2.17553 -3.26870 -4.07186 -0.42
H -4.14809 -2.37459 -3.78083 0.41
H -3.30799 -0.68051 -2.12098 0.40
H 0.63627 -2.42086 -2.37743 0.39
H -0.14316 -4.06872 -4.05337 0.41
H -2.54604 -3.98078 -4.79940 0.34
C 0.73519 3.60660 2.06893 0.83
O 0.71347 4.08415 0.92595 -0.54
C -0.55430 3.06152 2.74231 -0.96
H -0.38157 3.45050 3.76601 0.42
H -0.45949 1.94126 2.87841 0.05
H -1.55801 3.28284 2.36998 0.29
C 1.86915 2.82110 2.68932 -0.93
H 2.61580 3.49572 3.06737 0.42
H 2.33937 1.99529 2.12054 0.10
H 1.42775 2.20712 3.49309 0.33
F 3.46296 0.26839 0.31836 -0.35
C 2.51237 -0.66335 -0.00995 0.26
F 2.64165 -0.77862 -1.38516 -0.30
C 2.87817 -2.02487 0.61251 0.55
F 4.12433 -2.37986 0.25993 -0.29
F 2.87765 -2.03406 1.99122 -0.23
F 2.05762 -2.98326 0.05205 -0.23
```

relative energy (zero: lowest compared OMol25 entry of this formula, charge and spin): 9.4 kcal per mole
spin multiplicity: 1
strongest force on any atom: 5.49 eV/Å
lowest unoccupied orbital energy (alpha / beta): -0.37 / -0.84 eV